One molecule with the formula C5H6FN5 at a distorted geometry. Source: the OMol25 dataset; level of theory: ωB97M-V/def2-TZVPD.

CARTESIAN COORDINATES (ANGSTROEM)
1 C -1.828 0.390 -0.214
2 C -0.160 -0.977 -0.377
3 C 1.953 2.151 0.204
4 C 0.985 -2.815 0.477
5 C 1.555 0.811 -0.097
6 N -1.494 -0.899 -0.484
7 N -0.728 1.191 -0.054
8 N 0.568 -2.097 -0.491
9 N 0.278 0.335 -0.293
10 N -3.093 0.754 -0.175
11 F 2.537 -0.037 -0.299
12 H 2.970 2.587 0.303
13 H 1.237 2.996 0.496
14 H 1.489 -3.820 0.288
15 H 0.890 -2.396 1.479
16 H -3.779 0.064 -0.394
17 H -3.379 1.763 -0.368

Total energy ... -15447.5785 eV
Charge ... 0
HOMO ... -7.94 eV
Energy relative to the best compared isomer or geometry (same formula, charge and spin) ... 0.0 kJ/mol
Lowest unoccupied orbital energy ... 0.01281 Ha

***

C21H14MoN3O6S as an isolated structure. Source: the OMol25 dataset; level of theory: ωB97M-V/def2-TZVPD.

CARTESIAN COORDINATES (ANGSTROEM)
1 Mo -0.025 0.343 -0.174
2 O -4.933 -0.494 2.428
3 C -5.173 0.241 1.334
4 C -6.489 0.651 1.118
5 C -6.802 1.407 0.012
6 C -5.821 1.783 -0.911
7 C -4.522 1.391 -0.706
8 C -4.174 0.618 0.416
9 C -2.802 0.214 0.615
10 O -1.895 0.644 -0.290
11 N -2.385 -0.515 1.594
12 N -1.012 -0.697 1.503
13 C -0.491 -1.449 2.415
14 C 0.909 -1.755 2.524
15 C 1.342 -2.630 3.528
16 C 2.683 -2.935 3.655
17 C 3.607 -2.364 2.788
18 C 3.208 -1.489 1.787
19 C 1.863 -1.197 1.666
20 O 1.464 -0.342 0.690
21 H -3.991 -0.724 2.477
22 H -7.242 0.357 1.836
23 H -7.829 1.714 -0.143
24 H -6.083 2.375 -1.776
25 H -3.749 1.671 -1.407
26 H -1.163 -1.879 3.154
27 H 0.615 -3.068 4.200
28 H 3.011 -3.616 4.428
29 H 4.657 -2.603 2.889
30 H 3.921 -1.042 1.109
31 O 1.127 -0.848 -4.381
32 S 1.548 -0.730 -3.031
33 O 1.707 -1.861 -2.178
34 N 0.496 0.374 -2.212
35 C 1.200 1.460 -1.841
36 O 0.632 2.136 -0.906
37 C 2.594 1.531 -2.280
38 C 3.525 2.542 -2.090
39 C 4.801 2.334 -2.590
40 C 5.132 1.153 -3.251
41 C 4.199 0.137 -3.437
42 C 2.934 0.360 -2.933
43 H 3.259 3.457 -1.580
44 H 5.555 3.100 -2.470
45 H 6.137 1.024 -3.629
46 H 4.453 -0.779 -3.951

Total energy ... -51444.1310 eV
Charge ... +1
HOMO (spin up / spin down) ... -11.15 / -11.15 eV
Lowest unoccupied orbital energy (spin up / spin down) ... -0.17999 / -0.18007 Ha

***

One molecule with the formula C5H6O. Source: the OMol25 dataset; level of theory: ωB97M-V/def2-TZVPD.

CARTESIAN COORDINATES (ANGSTROEM)
1 O -1.755 1.351 -0.088
2 C -1.153 0.244 0.495
3 C -0.910 -1.072 -0.258
4 C 0.200 -0.191 0.144
5 C 1.530 0.067 0.025
6 C 2.708 0.603 0.233
7 H -1.270 1.591 -0.888
8 H -1.503 0.141 1.519
9 H -1.147 -1.116 -1.322
10 H -1.140 -1.987 0.288
11 H 1.480 -1.010 0.483
12 H 3.106 1.303 -0.502

Total energy ... -7322.5631 eV
Charge ... 0
HOMO (spin up / spin down) ... -8.10 / -8.10 eV
Energy relative to the best compared isomer or geometry (same formula, charge and spin) ... 648.5 kJ/mol
Lowest unoccupied orbital energy (spin up / spin down) ... -0.00742 / -0.00741 Ha

***

An isolated ion of composition C3H11N3P and charge +1 at a distorted geometry. Source: the OMol25 dataset; level of theory: ωB97M-V/def2-TZVPD.

CARTESIAN COORDINATES (ANGSTROEM)
1 C -2.288 0.182 -0.349
2 C 2.462 0.597 -0.635
3 C 1.153 0.713 0.152
4 N -1.046 0.145 -0.028
5 N -3.148 -0.677 0.209
6 N -0.122 1.008 -0.500
7 P 0.609 -0.813 0.959
8 H -2.604 0.968 -1.047
9 H 2.402 0.942 -1.688
10 H 2.655 -0.426 -0.545
11 H 3.170 1.187 -0.058
12 H 1.372 1.549 0.915
13 H -3.985 -0.953 -0.305
14 H -2.780 -1.201 0.991
15 H 0.807 -1.764 -0.044
16 H -0.177 1.281 -1.518
17 H -0.250 -1.367 1.853
18 H 1.770 -1.370 1.639

Total energy ... -17039.0465 eV
Charge ... +1
HOMO ... -12.25 eV
Energy relative to the best compared isomer or geometry (same formula, charge and spin) ... 168.2 kJ/mol
Lowest unoccupied orbital energy ... -0.12298 Ha

***

A 2-piece molecular cluster, C8H17NO4S overall at a distorted geometry. Source: the OMol25 dataset; level of theory: ωB97M-V/def2-TZVPD.

CARTESIAN COORDINATES (ANGSTROEM)
1 C -3.383 0.984 2.989
2 C -2.991 0.648 1.766
3 C 1.444 1.064 2.243
4 C 2.370 -0.971 -2.831
5 C -0.160 -0.833 -3.130
6 C -1.581 0.192 1.579
7 C 0.751 0.700 0.881
8 C -0.680 1.222 0.960
9 N 0.965 -0.848 -2.247
10 O -0.563 -2.217 -0.541
11 O -0.977 2.321 0.578
12 O 1.837 -2.312 -0.042
13 O 1.520 1.315 -0.225
14 S 0.790 -2.556 -1.017
15 H -4.315 1.283 3.365
16 H -2.922 0.754 3.966
17 H -3.612 0.766 0.940
18 H 0.828 0.637 2.934
19 H 1.392 2.190 2.373
20 H 2.403 0.475 2.152
21 H 2.675 -0.076 -3.254
22 H 2.875 -1.279 -1.785
23 H 2.385 -1.848 -3.455
24 H -0.042 -1.701 -3.914
25 H -1.233 -0.948 -2.651
26 H -0.380 0.054 -3.749
27 H -1.641 -0.510 0.724
28 H -1.075 -0.320 2.381
29 H 0.854 -0.397 0.761
30 H 0.985 -0.080 -1.581
31 H 1.481 2.293 -0.173

Total energy ... -29084.0898 eV
Charge ... 0
HOMO ... -9.38 eV
Energy relative to the best compared isomer or geometry (same formula, charge and spin) ... 149.6 kJ/mol
Lowest unoccupied orbital energy ... 0.02396 Ha

***

A 2-piece molecular cluster, C25H19F6NS overall at a distorted geometry. Source: the OMol25 dataset; level of theory: ωB97M-V/def2-TZVPD.

CARTESIAN COORDINATES (ANGSTROEM)
1 C 2.732 1.020 -1.068
2 C 2.396 -0.411 -1.067
3 N 3.373 -1.343 -0.921
4 C 2.845 -2.638 -0.907
5 C 1.429 -2.510 -1.033
6 C 0.652 -3.645 -0.837
7 C 1.294 -4.879 -0.623
8 C 2.680 -4.972 -0.473
9 C 3.481 -3.823 -0.574
10 C 1.133 -1.071 -1.112
11 C -0.087 -0.425 -0.775
12 C -1.387 -1.078 -0.939
13 C -1.672 -1.916 -2.048
14 C -2.912 -2.545 -2.166
15 C -3.895 -2.368 -1.190
16 C -5.197 -3.112 -1.253
17 C -3.649 -1.483 -0.135
18 C -2.434 -0.818 -0.038
19 H 1.827 1.637 -1.131
20 H 3.275 1.301 -0.152
21 H 3.354 1.267 -1.945
22 H 4.361 -1.125 -0.799
23 H -0.427 -3.569 -0.878
24 H 0.673 -5.776 -0.554
25 H 3.149 -5.938 -0.265
26 H 4.560 -3.841 -0.396
27 H -0.129 0.672 -0.838
28 H -0.916 -2.098 -2.807
29 H -3.115 -3.199 -3.020
30 H -5.934 -2.685 -0.562
31 H -5.619 -3.100 -2.266
32 H -5.064 -4.166 -0.976
33 H -4.427 -1.310 0.611
34 H -2.261 -0.117 0.775
35 F 3.865 4.314 1.884
36 C 2.713 4.967 2.211
37 F 2.827 5.352 3.522
38 F 2.679 6.115 1.467
39 C 1.497 4.105 1.989
40 C 0.275 4.745 1.814
41 C -0.845 3.942 1.628
42 C -2.183 4.597 1.409
43 F -3.068 3.744 0.811
44 F -2.747 4.998 2.590
45 F -2.097 5.704 0.614
46 C -0.766 2.561 1.658
47 C 0.481 1.908 1.731
48 S 0.556 0.235 1.508
49 C 1.616 2.721 1.983
50 H 0.198 5.829 1.814
51 H -1.670 1.967 1.575
52 H 2.580 2.260 2.160

Total energy ... -54864.1368 eV
Charge ... 0
HOMO ... -7.31 eV
Energy relative to the best compared isomer or geometry (same formula, charge and spin) ... 51.5 kJ/mol
Lowest unoccupied orbital energy ... -0.03711 Ha